[1]
Formula: C50H51Cl3N6O3PbSSiTe
Source: the Open Molecules 2025 dataset
Level of theory: ωB97M-V with the def2-TZVPD basis set

Computed properties:
**Maximum force**: 0.5 eV/Å
**Orbital gap**: 0.13157 hartree
**Calculated total energy**: -136587.201 eV
**HOMO level**: -0.001 hartree
**Total charge**: -2

```
117
Properties=species:S:1:pos:R:3:forces:R:3:lowdin_charge:R:1
Pb -0.270 1.095 -0.817 -0.3466 -0.1003 0.2981 1.070
C 2.329 -1.020 1.547 -0.0534 0.0331 -0.0454 -0.159
N 1.719 -1.116 0.247 0.1033 0.1729 -0.0921 -0.084
C 2.666 -1.084 -0.848 -0.0474 -0.0335 -0.0727 -0.150
C 3.239 0.294 -1.007 0.0231 -0.0363 0.2190 -0.313
N 2.569 1.368 -1.299 0.0911 -0.0876 -0.1362 0.121
C 3.471 2.413 -1.185 -0.0747 0.0856 -0.1027 -0.232
C 3.275 3.780 -1.371 -0.0007 -0.0147 -0.0070 -0.021
C 4.357 4.616 -1.169 0.0260 -0.0018 0.0204 -0.097
C 5.613 4.114 -0.792 -0.0226 0.0195 -0.0042 -0.116
C 5.824 2.759 -0.611 -0.0135 -0.0150 -0.0036 -0.039
C 4.730 1.924 -0.815 0.0402 -0.0249 0.0249 -0.197
N 4.556 0.559 -0.714 0.0033 0.0320 -0.0202 0.161
C 1.338 -0.930 2.664 0.0729 -0.0288 -0.0321 -0.328
N 0.139 -0.431 2.623 -0.0432 -0.0549 0.0233 0.194
C -0.333 -0.533 3.924 -0.0553 0.0372 -0.0812 -0.227
C -1.566 -0.167 4.455 -0.0088 0.0179 -0.0695 -0.020
C -1.794 -0.399 5.799 0.0124 0.0027 0.0383 -0.103
C -0.813 -0.984 6.613 -0.0189 0.0096 -0.0027 -0.116
C 0.419 -1.352 6.103 0.0069 -0.0075 -0.0234 -0.031
C 0.636 -1.115 4.752 0.0556 -0.0617 0.0091 -0.191
N 1.700 -1.362 3.914 -0.0668 -0.0473 0.0122 0.175
H 2.937 -0.107 1.583 -0.0121 -0.0414 0.0767 0.104
H 3.003 -1.869 1.771 0.0464 -0.0162 -0.0402 0.123
H 1.077 -1.899 0.177 -0.0096 -0.0312 0.0439 -0.009
H 2.132 -1.363 -1.759 0.0585 0.0572 -0.0126 0.111
H 3.505 -1.793 -0.723 -0.0110 -0.0352 0.0118 0.118
H 2.309 4.166 -1.672 0.0167 -0.0006 0.0124 0.047
H 4.233 5.683 -1.307 0.0037 0.0017 0.0046 0.099
H 6.435 4.803 -0.639 0.0019 0.0020 -0.0039 0.089
H 6.793 2.372 -0.320 0.0031 0.0021 0.0030 0.098
H 5.242 -0.126 -0.457 -0.0154 -0.0025 0.0319 0.152
H -2.316 0.282 3.818 -0.0141 0.0034 -0.0332 0.092
H -2.747 -0.126 6.235 -0.0048 -0.0013 -0.0001 0.092
H -1.026 -1.155 7.662 -0.0011 0.0053 0.0014 0.088
H 1.176 -1.806 6.731 0.0059 -0.0170 0.0028 0.101
H 2.556 -1.829 4.148 0.0142 0.0221 -0.0197 0.157
C -7.117 -1.370 -2.295 0.0038 0.0096 -0.0085 -0.073
C -5.924 -0.632 -1.749 0.0166 -0.0080 0.0579 -0.279
C -6.008 0.660 -1.280 -0.0060 -0.0039 -0.0421 -0.001
C -4.900 1.329 -0.749 0.1332 0.0697 -0.0270 -0.089
C -5.138 2.709 -0.274 -0.2332 -0.1109 0.1092 -0.298
O -5.944 3.440 -0.831 0.0683 0.0502 -0.0304 0.063
C -4.559 3.195 1.032 0.0447 0.0295 -0.0706 -0.135
C -4.207 2.318 2.051 0.0297 -0.0407 0.0088 -0.021
C -3.847 2.805 3.300 0.0123 -0.0069 -0.0208 -0.087
C -3.819 4.174 3.534 0.0621 -0.0025 -0.0151 -0.108
C -4.148 5.055 2.512 0.0152 -0.0106 -0.0135 -0.099
C -4.524 4.565 1.271 0.0319 -0.0014 -0.0056 -0.026
C -3.611 0.728 -0.721 -0.1219 0.0856 -0.0413 -0.335
O -2.584 1.392 -0.294 0.1230 -0.1822 0.0067 -0.281
C -3.540 -0.615 -1.204 -0.0039 -0.0623 -0.0304 -0.098
C -4.668 -1.248 -1.690 -0.0283 -0.0231 -0.0441 0.006
C -2.289 -1.440 -1.190 -0.2263 0.0068 0.0078 -0.221
N -1.932 -2.080 -0.151 0.1858 0.0498 0.0105 -0.030
C -2.600 -1.947 1.132 -0.0062 -0.0406 0.0265 -0.308
C -2.158 -3.127 2.002 -0.0495 0.0508 -0.0003 -0.432
Te -0.492 -3.970 0.932 -0.0244 -0.1294 0.0643 1.413
C 0.223 -5.122 2.609 -0.0116 0.0772 -0.0200 -0.535
C 1.445 -5.778 2.431 0.0051 0.0061 0.0120 -0.188
C 2.030 -6.515 3.449 -0.0097 -0.0141 0.0046 -0.123
C 1.404 -6.618 4.687 -0.0033 -0.0105 -0.0124 -0.130
C 0.189 -5.977 4.880 0.0014 0.0093 0.0024 -0.115
C -0.394 -5.241 3.854 -0.0335 0.0174 0.0031 -0.141
C -1.465 -1.582 -2.490 0.0331 0.0990 0.0937 -0.467
C -2.373 -1.926 -3.653 0.0890 -0.0399 -0.0502 -0.101
C -2.399 -3.160 -4.234 -0.0521 -0.0439 0.0182 -0.185
C -1.525 -4.212 -3.883 -0.0347 0.0044 0.0498 -0.201
C -0.501 -3.872 -2.981 -0.0264 -0.0448 0.0668 -0.201
C -0.416 -2.657 -2.362 0.1230 0.0689 -0.0653 -0.148
H -8.018 -0.758 -2.219 -0.0017 0.0008 -0.0067 0.063
H -7.297 -2.301 -1.750 -0.0061 -0.0036 -0.0019 0.068
H -6.979 -1.636 -3.347 0.0064 0.0042 -0.0003 0.072
H -6.952 1.194 -1.308 0.0066 0.0012 0.0037 0.113
H -4.226 1.253 1.855 0.0262 -0.0199 0.0097 0.114
H -3.581 2.118 4.095 -0.0142 0.0158 -0.0031 0.082
H -3.527 4.551 4.507 -0.0059 -0.0001 -0.0016 0.092
H -4.113 6.124 2.684 0.0065 0.0010 -0.0020 0.093
H -4.803 5.232 0.466 -0.0145 0.0072 0.0004 0.114
H -4.555 -2.265 -2.055 -0.0082 0.0032 0.0176 0.127
H -3.689 -1.916 1.026 0.0010 -0.0096 -0.0082 0.117
H -2.280 -1.008 1.585 0.0355 0.0768 0.0730 0.090
H -2.928 -3.895 2.069 0.0056 -0.0221 0.0308 0.041
H -1.870 -2.822 3.007 0.0698 -0.0003 -0.0134 0.027
H 1.952 -5.705 1.473 0.0058 -0.0017 0.0027 0.081
H 2.979 -7.012 3.278 0.0001 -0.0002 -0.0029 0.090
H 1.855 -7.196 5.484 0.0061 0.0130 0.0069 0.085
H -0.313 -6.047 5.839 -0.0043 -0.0001 -0.0010 0.092
H -1.343 -4.753 4.037 0.0021 0.0149 0.0006 0.081
H -3.038 -1.145 -4.005 0.0267 0.0151 -0.0333 0.089
H -3.117 -3.320 -5.038 0.0002 0.0048 -0.0012 0.078
H -1.567 -5.179 -4.366 0.0158 0.0072 -0.0246 0.040
H 0.287 -4.598 -2.779 0.0013 0.0018 0.0043 0.079
H 0.440 -2.446 -1.729 -0.0445 -0.0238 0.0021 0.034
C -0.379 4.034 1.483 0.0473 0.0293 0.0343 -0.152
C 0.159 2.944 2.397 -0.0756 -0.1070 0.0424 -0.414
S 1.896 2.566 2.104 0.1244 0.0232 -0.0783 0.870
O 2.401 1.808 3.301 0.0007 0.0158 0.0172 -0.539
C 2.596 4.234 2.272 -0.0609 -0.0216 0.0107 -0.392
C 2.440 4.791 3.677 -0.0149 -0.0048 -0.0051 -0.140
H -1.462 3.952 1.413 -0.0923 -0.0103 0.0052 0.070
H 0.006 3.928 0.467 -0.0043 0.0261 0.0537 -0.004
H -0.131 5.035 1.841 0.0061 0.0006 -0.0080 0.071
H -0.336 1.996 2.177 0.0260 -0.0135 0.0886 0.029
H 0.055 3.153 3.464 -0.0189 0.0478 -0.0038 0.092
H 2.130 4.856 1.508 0.0484 -0.0040 -0.0377 0.077
H 3.644 4.101 1.997 0.0101 0.0006 0.0129 0.076
H 1.436 5.189 3.836 -0.0031 -0.0137 0.0006 0.066
H 3.156 5.595 3.856 -0.0139 0.0170 -0.0106 0.067
H 2.617 3.999 4.406 0.0211 0.0083 0.0073 0.063
C -0.827 -0.174 -2.687 0.0284 0.0517 -0.0858 -0.278
H 0.062 -0.297 -3.311 -0.0079 0.0494 -0.0331 0.044
H -1.526 0.454 -3.249 -0.0060 0.0321 0.0157 0.018
Cl 0.917 3.277 -4.247 -0.0483 0.0190 -0.0118 0.059
Si -0.502 3.301 -2.638 0.0110 0.0458 -0.1458 -0.588
Cl -0.217 5.350 -1.982 0.0090 0.0008 0.0102 0.051
Cl -2.342 3.485 -3.657 0.0242 0.0186 -0.0065 0.107
```
Positions in Å, forces in eV/Å.


[2]
Formula: C25H47F13N3O11PS
Source: the Open Molecules 2025 dataset
Level of theory: ωB97M-V with the def2-TZVPD basis set

Computed properties:
**Maximum force**: 4.2 eV/Å
**Orbital gap**: 0.33018 hartree
**SMILES**: CCOC[C@@]1(CN)OC(=O)O[C@]1(CCC(F)(F)C(F)(F)C(F)(F)C(F)(F)S(F)(F)(F)(F)F)P(=O)(O)O.COCCNCCOC.COCCNCCOC
**Calculated total energy**: -109127.902 eV
**HOMO level**: -0.324 hartree

```
101
Properties=species:S:1:pos:R:3:forces:R:3:lowdin_charge:R:1
C -7.241 -1.478 2.939 0.5128 0.9232 0.6155 -0.058
C -5.924 -0.737 3.394 -1.5027 -0.8538 -0.3129 -0.235
O -4.843 -1.324 2.668 -0.1673 1.2432 -0.1752 -0.156
C -3.808 -0.398 2.331 -0.1760 -1.4285 1.1303 -0.109
C -2.635 -0.584 3.329 -0.1743 2.6169 -1.7615 -0.338
C -1.855 0.808 3.151 0.2597 0.1810 0.7603 -0.166
N -2.473 1.828 4.052 0.5638 0.1915 -0.5893 0.027
O -2.969 -0.540 4.724 1.0294 -1.4960 -0.5026 0.071
C -1.797 -0.999 5.325 -1.8833 -0.6129 -3.6509 -0.554
O -1.584 -0.848 6.437 1.3330 0.4221 3.8647 0.242
O -1.006 -1.671 4.413 -0.6167 -0.3644 0.5929 0.067
C -1.777 -1.858 3.207 0.5430 1.1407 -1.0180 -0.333
C -2.507 -3.210 3.033 -0.2972 -0.0789 0.5314 -0.081
C -3.269 -3.681 4.321 -0.5877 -0.6205 -1.2734 -0.022
C -2.478 -4.779 5.043 0.5106 1.6747 -0.0129 -0.422
F -1.153 -4.445 4.992 -0.1770 0.0045 0.2555 0.118
F -2.555 -5.972 4.416 -0.4505 -0.0183 0.2459 0.141
C -2.796 -4.912 6.572 0.5295 -1.4465 0.0470 -0.337
F -1.711 -5.524 7.116 -0.2073 0.1982 0.1067 0.138
F -2.907 -3.736 7.199 -0.4538 0.2275 -0.4582 0.161
C -4.002 -5.902 6.869 1.4633 -0.5226 -0.3879 -0.344
F -4.906 -5.930 5.880 -0.4413 0.7441 0.3573 0.152
F -3.428 -7.130 6.829 -0.1717 0.0883 0.2195 0.144
C -4.599 -5.787 8.311 -0.4406 -1.1883 0.2232 -0.442
F -3.692 -5.457 9.211 0.6220 0.5110 -0.3731 0.165
F -4.984 -7.021 8.668 -0.5190 -0.0678 -0.4793 0.131
S -6.104 -4.677 8.526 -1.1864 0.8182 2.3811 0.827
F -6.549 -5.543 9.816 0.2335 0.3441 -0.5934 -0.144
F -7.032 -5.618 7.642 0.7575 0.4082 -0.3671 -0.119
F -5.700 -3.737 7.304 -0.0155 -0.6038 0.0454 -0.128
F -5.270 -3.746 9.542 -0.3403 0.0049 -0.8600 -0.142
F -7.361 -3.731 8.776 0.3872 -0.3526 -0.2633 -0.123
P -0.487 -1.856 1.839 1.4957 -1.0209 -1.3922 0.554
O 0.350 -3.052 1.887 -0.3144 -0.5988 0.6894 -0.241
O -1.222 -1.845 0.369 0.2305 1.7334 1.7277 -0.115
O 0.501 -0.569 1.891 -1.2633 0.0320 0.1421 -0.125
H -7.773 -1.768 3.860 -0.0424 -0.2187 -0.6020 0.067
H -7.012 -2.334 2.286 -0.0831 0.2612 0.4486 0.075
H -7.867 -0.757 2.389 0.1035 -0.4744 0.1093 0.067
H -6.073 0.335 3.172 0.5397 -0.3354 0.0396 0.116
H -5.813 -0.853 4.487 0.3496 0.0683 -0.4509 0.116
H -4.137 0.655 2.349 -0.0966 -0.4642 0.1438 0.128
H -3.493 -0.649 1.298 0.1954 0.1416 0.5735 0.137
H -1.947 1.216 2.131 0.4353 -0.6119 0.1811 0.123
H -0.805 0.703 3.476 -0.3619 -0.1281 -0.7379 0.111
H -1.823 1.960 4.825 -0.5105 -0.1121 0.1113 0.079
H -2.443 2.730 3.574 -0.1363 -0.2717 0.0310 0.074
H -3.223 -3.098 2.198 0.2500 0.1644 0.5036 0.129
H -1.808 -3.998 2.699 -0.0926 0.4972 0.3449 0.122
H -3.585 -2.847 4.962 0.3242 -0.4123 -0.0703 0.125
H -4.196 -4.152 3.937 0.3208 0.1832 0.4779 0.140
H -1.278 -0.913 0.072 -0.0114 -0.3247 -0.3141 0.060
H 1.187 -0.747 2.558 -0.1458 -0.0564 -0.3024 0.103
C 1.939 3.948 -4.560 -0.1790 0.0211 0.0204 -0.111
O 0.683 3.409 -4.938 0.2932 0.0088 0.0192 -0.196
C 0.779 2.341 -5.875 -0.4708 -0.0976 -0.1089 -0.213
C 0.373 1.023 -5.236 0.3079 0.1813 0.1978 -0.213
N 1.364 0.585 -4.257 -0.2340 -0.0550 -0.0335 -0.051
C 0.920 -0.527 -3.417 0.2806 0.2578 0.1088 -0.190
C -0.273 -0.285 -2.491 -0.0315 -0.5379 -0.1184 -0.225
O -0.029 0.631 -1.439 -0.2691 0.0542 0.0774 -0.196
C -0.197 2.000 -1.774 0.1134 0.0137 0.2964 -0.087
H 1.756 4.848 -3.972 -0.0902 -0.0359 -0.0329 0.091
H 2.498 3.241 -3.937 0.1825 0.0300 -0.0847 0.077
H 2.533 4.219 -5.435 0.1077 -0.0438 0.0631 0.079
H 1.777 2.278 -6.320 0.0479 -0.0011 0.1656 0.123
H 0.072 2.564 -6.680 0.0319 -0.0144 -0.0191 0.121
H 0.277 0.260 -6.014 -0.0104 -0.0178 0.0290 0.124
H -0.610 1.172 -4.773 -0.1364 0.0170 -0.1803 0.103
H 1.595 1.364 -3.653 0.0321 -0.0073 -0.0663 0.066
H 1.772 -0.803 -2.791 -0.0816 -0.0849 0.0308 0.123
H 0.707 -1.389 -4.056 -0.0841 0.0384 -0.0036 0.121
H -0.493 -1.239 -2.003 0.0586 -0.0081 -0.0412 0.108
H -1.183 -0.010 -3.038 0.0661 0.1673 -0.0500 0.115
H -0.967 2.149 -2.534 0.0865 -0.0348 -0.0752 0.092
H 0.750 2.434 -2.103 -0.0900 0.0973 -0.1591 0.074
H -0.497 2.532 -0.869 -0.0078 -0.0766 0.0077 0.086
C 5.725 5.385 -4.219 -0.1081 -0.1936 -0.0596 -0.110
O 5.260 4.919 -5.474 0.1377 0.2356 0.2105 -0.211
C 5.761 5.664 -6.580 -0.2137 -0.2090 -0.4401 -0.211
C 6.723 4.826 -7.405 0.1174 0.0086 0.3984 -0.213
N 7.969 4.587 -6.682 -0.1032 -0.0658 -0.1724 -0.053
C 8.831 3.577 -7.297 0.0172 0.0571 0.3036 -0.198
C 8.300 2.144 -7.382 0.3283 -0.0753 -0.1646 -0.227
O 8.153 1.502 -6.126 -0.2058 0.1080 -0.1516 -0.177
C 6.932 1.764 -5.456 0.2075 -0.1820 0.1889 -0.099
H 5.170 4.862 -3.441 -0.0231 -0.0243 -0.0760 0.086
H 6.789 5.167 -4.085 0.0419 0.1577 0.0731 0.079
H 5.551 6.459 -4.109 0.0733 0.0147 0.0229 0.089
H 6.221 6.605 -6.263 0.0863 -0.1068 0.1034 0.123
H 4.900 5.913 -7.208 0.0169 0.0355 0.0050 0.120
H 6.946 5.349 -8.339 0.0120 -0.0268 -0.0046 0.123
H 6.215 3.885 -7.648 -0.1562 0.0674 -0.1497 0.103
H 7.749 4.284 -5.741 0.0020 0.0366 -0.0294 0.066
H 9.751 3.554 -6.707 0.0174 -0.0671 -0.0779 0.119
H 9.108 3.916 -8.300 -0.0778 -0.0224 -0.0223 0.117
H 9.048 1.559 -7.925 -0.0022 0.0018 0.0394 0.120
H 7.377 2.069 -7.968 -0.0993 0.0791 0.1233 0.110
H 6.104 1.924 -6.152 0.0331 0.0971 -0.0041 0.088
H 7.035 2.621 -4.786 -0.1956 0.0818 -0.0458 0.070
H 6.697 0.896 -4.838 0.0471 -0.0184 -0.0655 0.089
```
Positions in Å, forces in eV/Å.


[3]
Formula: C17H32N3OPSiSn
Source: the Open Molecules 2025 dataset
Level of theory: ωB97M-V with the def2-TZVPD basis set

Computed properties:
**Maximum force**: 4.0 eV/Å
**Orbital gap**: 0.19386 hartree
**Calculated total energy**: -47661.739 eV
**HOMO level**: -0.192 hartree

```
56
Properties=species:S:1:pos:R:3:forces:R:3:nbo_charge:R:1
Sn -0.007 0.093 0.082 -0.4596 -2.9055 -0.6878 1.622
Si 2.502 0.278 -0.796 0.0862 0.6603 0.5149 0.581
P -0.873 0.509 -2.409 -0.0294 -0.0051 0.2275 0.974
N -0.838 -1.807 -0.038 -0.6063 3.9223 0.6966 -1.144
H -0.710 2.918 2.060 -0.1526 0.1787 -0.2789 0.141
C -2.644 0.788 -2.705 -0.2551 0.0486 -0.1057 -0.946
H -2.833 0.960 -3.778 0.0349 -0.0576 0.3687 0.228
H -2.982 1.659 -2.125 0.1376 -0.2589 -0.1647 0.252
H -3.211 -0.091 -2.369 0.1973 0.2270 -0.0675 0.265
C -0.075 1.980 -3.149 -0.1291 0.0755 -0.3149 -0.958
H -0.453 2.113 -4.178 0.2742 0.0902 0.3191 0.232
H 1.018 1.858 -3.166 -0.3405 0.0056 -0.0424 0.244
H -0.321 2.873 -2.551 0.0500 -0.3611 -0.2128 0.248
C -0.444 -0.908 -3.479 -0.0753 0.1433 -0.0947 -0.950
H -0.626 -0.641 -4.534 0.1145 -0.1839 0.3391 0.228
H -1.073 -1.764 -3.189 0.2586 0.2717 -0.0255 0.278
H 0.610 -1.185 -3.332 -0.3285 0.0680 -0.0671 0.255
C 2.950 2.075 -0.369 0.4840 -0.1160 -0.0270 -1.093
H 2.590 2.305 0.647 0.1117 0.0016 -0.3606 0.222
H 2.495 2.776 -1.082 0.1083 -0.0856 0.2409 0.233
H 4.047 2.206 -0.379 -0.4291 0.1346 -0.0433 0.238
H 3.490 -0.591 -0.071 -0.4405 0.0298 -0.0715 -0.136
H 2.746 0.033 -2.262 -0.3322 0.0280 0.3255 -0.149
C -0.647 -3.070 -0.329 1.0203 -1.3607 -0.3854 0.183
C -1.539 -5.378 -0.332 0.2959 -0.0625 -0.1999 -0.214
C -1.718 -4.027 -0.126 0.2707 0.5500 -0.0036 -0.262
C 0.589 -3.630 -0.841 -0.5919 0.1736 0.2975 -0.372
C 0.742 -4.996 -1.042 -0.6348 -0.1044 0.1553 -0.185
C -0.314 -5.888 -0.789 0.3863 -0.0168 -0.1147 -0.344
H -2.358 -6.074 -0.147 0.0889 0.2004 -0.0238 0.197
H -2.667 -3.608 0.216 0.2536 -0.2224 -0.0373 0.197
H 1.398 -2.922 -1.051 -0.0897 -0.2497 0.0451 0.179
H 1.692 -5.372 -1.403 0.0313 -0.0551 -0.0442 0.193
H -0.187 -6.961 -0.963 -0.0327 0.4006 0.0910 0.197
C -1.302 2.948 1.132 0.6453 -0.6942 0.4981 0.116
O -1.280 1.638 0.564 0.3820 -0.5350 -0.3386 -0.924
C -2.736 3.284 1.526 -0.2899 0.3744 0.0755 -0.622
H -2.901 4.375 1.498 0.0757 -0.3572 0.0245 0.203
H -2.937 2.959 2.550 -0.1359 -0.1298 -0.1604 0.209
H -3.467 2.816 0.853 0.3083 0.0535 0.1126 0.225
C -0.697 4.043 0.265 -0.0726 0.2889 -0.0452 -0.631
H -1.409 4.377 -0.499 0.1801 -0.1693 -0.1097 0.204
H 0.254 3.759 -0.197 -0.1548 -0.0896 0.0393 0.206
H -0.503 4.917 0.906 -0.0302 -0.1888 -0.1888 0.212
C 0.817 1.668 3.612 -0.1067 0.2607 -0.1300 -0.658
C 1.152 0.255 3.319 0.3050 -0.7345 -0.4448 0.391
N 0.856 -0.476 2.245 -0.0575 0.4467 0.7204 -0.540
C 1.405 -1.742 2.450 0.1283 0.6147 -0.0072 -0.051
C 2.085 -1.744 3.628 -0.4084 0.3314 -0.1671 -0.105
N 1.895 -0.479 4.174 0.0031 -0.4011 -0.3997 -0.503
H -0.277 1.798 3.662 0.4883 0.0376 -0.0426 0.250
H 1.253 1.933 4.583 -0.1562 0.0887 -0.2237 0.224
H 1.246 2.334 2.839 -0.3327 -0.2623 0.4067 0.238
H 1.285 -2.532 1.726 -0.0812 0.0242 -0.0808 0.266
H 2.671 -2.513 4.093 -0.0335 0.0041 0.1593 0.233
H 2.243 -0.129 5.049 0.0665 -0.1272 0.0543 0.421
```
Positions in Å, forces in eV/Å.


Look up the calculated total energy of the first one. -136587.201 eV


The highest HOMO level belongs to which entry? C50H51Cl3N6O3PbSSiTe


Which of these has the lowest HOMO level? C25H47F13N3O11PS


The lowest orbital gap belongs to which entry? C50H51Cl3N6O3PbSSiTe